The following is a DFT calculation (ωB97M-V/def2-TZVPD) of a molecular structure, C25H31Cl2N2O5Pd at a distorted geometry.

Geometry (Å):
Pd -1.40907 1.87356 -0.83041
N 0.69103 5.13606 -1.12061
C -0.45337 4.41166 -1.03341
O -0.89527 3.81466 -2.01291
C -1.20017 4.52126 0.28989
C -2.32647 3.50046 0.38779
H 1.32283 4.82866 -1.84941
H 1.18383 5.31446 -0.25891
H -1.54867 5.56226 0.38769
H -0.47507 4.32596 1.08249
H -3.23547 3.84996 -0.11431
H -2.54067 3.24726 1.43239
Cl -3.77127 -1.79314 -1.83551
C -2.80027 -0.96444 -3.02631
C -2.21507 -1.72514 -4.01141
C -1.47267 -1.10744 -5.00751
C -1.34477 0.28256 -4.99091
C -1.93967 1.03556 -4.01281
C -2.68477 0.44466 -2.95531
C -3.26907 1.25076 -1.93801
H -2.34527 -2.80014 -4.00641
H -1.00287 -1.70234 -5.77831
H -0.76617 0.77326 -5.76131
H -1.83587 2.11456 -3.99641
H -3.95517 0.75716 -1.24671
H -3.58997 2.24206 -2.26021
O -0.09507 -0.20704 -1.28381
C -0.32617 -0.82014 -0.24701
C 0.13693 -2.25324 -0.05641
C -1.01997 -3.25624 -0.04701
C -1.78627 -3.31564 1.27069
C -2.47857 -2.00304 1.62299
C -1.48117 -0.88694 1.94829
N -1.00007 -0.24494 0.75419
H 0.72423 -2.33104 0.86399
H 0.78843 -2.47734 -0.90271
H -0.61417 -4.24964 -0.25261
H -1.71207 -3.00744 -0.85161
H -1.11037 -3.60074 2.08269
H -2.54447 -4.09664 1.18869
H -3.13567 -2.16084 2.48079
H -3.09407 -1.68324 0.78099
H -0.64467 -1.30034 2.52659
H -1.96387 -0.11554 2.55199
H -1.20617 0.77576 0.56399
C 2.00773 -0.42014 3.95789
C 2.98933 -1.14224 3.08279
C 3.75393 -2.18534 3.57059
C 4.67863 -2.82204 2.75809
Cl 5.63773 -4.11734 3.40609
C 4.84783 -2.43844 1.44309
C 4.09463 -1.38974 0.94639
C 3.17233 -0.72024 1.75029
O 2.43673 0.32596 1.34719
C 2.72543 0.93616 0.09969
C 1.89763 2.28106 -0.00071
O 2.53173 3.25426 -0.41561
O 0.71673 2.22456 0.37989
H 1.40983 -1.11924 4.53979
H 1.35783 0.19966 3.34669
H 2.53753 0.23046 4.65409
H 3.63433 -2.49734 4.59679
H 5.56213 -2.93924 0.80719
H 4.22423 -1.09504 -0.08191
H 2.43563 0.28786 -0.73671
H 3.79043 1.18646 0.02039

Computed properties:
Total charge ... -1
E_HOMO (spin up / spin down) ... -3.89 / -3.89 eV

Atom charges from the Löwdin analysis, given in e for atoms 1 to 6:
1. Pd 0.754
2. N 0.148
3. C -0.577
4. O -0.041
5. C -0.227
6. C -0.168


The following is a DFT calculation (ωB97M-V/def2-TZVPD) of a molecular structure, C25H31IMnO3PSSb at a distorted geometry.

Geometry (Å):
Mn 2.23216 1.29453 -1.53327
O 5.36921 -1.20795 -1.32549
S 4.17343 -0.59023 -0.84147
O 4.23223 0.87336 -0.65178
O 2.93891 -0.86008 -1.62096
C 3.88100 -1.18134 0.81594
C 4.82814 -2.04908 1.33415
C 4.73199 -2.48752 2.64819
C 3.68933 -2.04898 3.44212
C 2.74518 -1.17845 2.91596
C 2.81792 -0.72103 1.60499
P 1.46793 0.37278 0.96576
C 0.04355 -0.73293 1.24490
C 0.15669 -2.08351 0.90817
C -0.91242 -2.94600 1.09071
C -2.10700 -2.47761 1.62432
C -2.23345 -1.13391 1.94502
C -1.17212 -0.26288 1.73760
C 1.30664 1.69632 2.20233
C 0.83138 1.53359 3.50705
C 0.77666 2.60901 4.37484
C 1.18988 3.86730 3.95039
C 1.64272 4.04570 2.65517
C 1.69589 2.96530 1.78274
H 5.64356 -2.36509 0.70003
H 5.47488 -3.16668 3.04415
H 3.60197 -2.38158 4.46775
H 1.93014 -0.85880 3.54961
H 1.08863 -2.46180 0.50421
H -0.80693 -3.99053 0.82871
H -2.93287 -3.15650 1.79008
H -3.16301 -0.75781 2.35411
H -1.28509 0.78404 1.99299
H 0.46800 0.57054 3.83978
H 0.40803 2.46941 5.38213
H 1.14876 4.70731 4.63108
H 1.95366 5.02246 2.31150
H 2.05076 3.13321 0.76790
C -3.75722 1.22417 -0.31223
C -3.25739 0.00141 -1.06831
Sb -1.55454 0.31728 -2.29080
C -1.09138 -1.61260 -3.02844
C -2.28209 -2.44949 -3.47555
C -2.52107 1.07761 -4.05211
C -4.01972 0.87032 -4.21838
H -4.63053 0.97818 0.29294
H -4.04813 2.02815 -0.98959
H -2.99418 1.62261 0.35563
H -3.98050 -0.36364 -1.79406
H -2.97050 -0.79551 -0.38597
H -0.52095 -2.12963 -2.25492
H -0.40335 -1.41948 -3.85290
H -3.01101 -2.59027 -2.67596
H -1.96008 -3.44111 -3.79447
H -2.80116 -1.99191 -4.31823
H -1.96775 0.61596 -4.87333
H -2.27649 2.14061 -4.07484
H -4.29082 -0.18579 -4.25428
H -4.37387 1.32225 -5.14608
H -4.58887 1.32590 -3.40647
I 2.79793 3.66255 -2.64511
C 0.30389 1.40736 -2.53309
H 0.37358 1.10768 -3.59323
H -0.08015 2.43280 -2.55161

Computed properties:
2S+1 ... 6
E_HOMO (spin up / spin down) ... -7.08 / -7.65 eV

Atom charges from the Löwdin analysis, given in e for atoms 1 to 6:
1. Mn 0.315
2. O -0.277
3. S 0.459
4. O -0.419
5. O -0.412
6. C -0.259


The following is a DFT calculation (ωB97M-V/def2-TZVPD) of a molecular structure, C25H31IrN7.

Geometry (Å):
Ir -0.18129 -0.19522 0.48039
C -2.90822 -1.03527 1.77904
N -2.55933 -0.46588 0.45889
C -2.91522 -1.36542 -0.66279
C -1.81876 -2.32701 -1.03748
C -2.08524 -3.58718 -1.53725
C -1.03538 -4.36499 -2.00732
C 0.25607 -3.85842 -1.96084
C 0.45058 -2.60000 -1.43053
N -0.56532 -1.84715 -0.97989
C -3.19684 0.86034 0.30310
C -2.37143 1.95628 0.92802
C -2.95305 3.08252 1.47790
C -2.14083 4.09947 1.95984
C -0.76143 3.95866 1.87874
C -0.24846 2.80504 1.32665
N -1.03455 1.82021 0.85606
C -1.86187 -1.97915 2.29523
C -2.17514 -3.07586 3.07230
C -1.14962 -3.82912 3.62819
C 0.16625 -3.45743 3.39453
C 0.40999 -2.35735 2.60101
N -0.58113 -1.63298 2.05045
H -3.88986 -1.51502 1.75239
H -2.97357 -0.20393 2.48698
H -3.09681 -0.74144 -1.53974
H -3.84631 -1.89975 -0.45897
H -3.10405 -3.94986 -1.57192
H -1.22457 -5.35135 -2.40997
H 1.09926 -4.42850 -2.32397
H 1.43999 -2.16475 -1.36079
H -4.20609 0.86398 0.72158
H -3.29852 1.07747 -0.76139
H -4.03102 3.16313 1.52620
H -2.57858 4.98755 2.39633
H -0.09418 4.72585 2.24487
H 0.81953 2.64497 1.25280
H -3.21103 -3.33053 3.25202
H -1.37643 -4.69022 4.24306
H 0.99331 -4.00731 3.82042
H 1.41945 -2.02967 2.40051
C 2.04795 3.37968 -3.01690
C 0.94699 2.36191 -3.23050
N 0.86885 1.51225 -2.03306
C 1.91543 1.22973 -1.25740
N 1.67725 0.41724 -0.14692
C 2.84654 0.06206 0.68190
C 4.13257 0.01265 -0.11367
C 4.32749 1.34764 -0.78430
N 3.11181 1.71513 -1.53047
C 3.32777 2.66070 -2.65035
H 1.76547 4.08035 -2.22893
H 2.20705 3.95514 -3.92709
H 1.14350 1.73926 -4.10519
H -0.02217 2.83823 -3.36132
H -0.01509 1.09456 -1.79060
H 2.63566 -0.89330 1.15564
H 2.92264 0.80349 1.48698
H 4.09311 -0.78623 -0.85785
H 4.97029 -0.19678 0.55002
H 5.14023 1.31755 -1.50862
H 4.54985 2.13866 -0.06373
H 3.73213 2.09507 -3.49295
H 4.09440 3.36032 -2.31937

Computed properties:
Total charge ... +3
2S+1 ... 5
E_HOMO (spin up / spin down) ... -16.79 / -18.16 eV

Atom charges from the Löwdin analysis, given in e for atoms 1 to 6:
1. Ir 1.523
2. C -0.093
3. N -0.237
4. C -0.089
5. C -0.252
6. C 0.030


The following is a DFT calculation (ωB97M-V/def2-TZVPD) of a single C25H31N3O3 molecule.

Geometry (Å):
C -6.30136 -1.43639 -0.14044
N -4.96963 -0.86165 -0.21660
C -4.79063 -0.12755 -1.46588
C -3.58215 0.76736 -1.41660
C -3.57795 1.87203 -0.57210
C -2.48512 2.71816 -0.52484
C -1.38016 2.47036 -1.32211
C -1.37057 1.36783 -2.15700
C -2.46495 0.52094 -2.20169
C -3.93388 -1.86643 0.00501
C -3.41370 -1.79182 1.45550
O -4.44861 -1.56785 2.37579
C -2.35361 -0.68548 1.58610
O -1.26962 -1.01695 0.74803
C -0.25575 -0.11949 0.60887
C -0.13415 1.06428 1.32721
C 0.94383 1.90092 1.09822
C 1.91660 1.59024 0.15865
C 3.11617 2.49051 -0.02457
N 3.96326 2.58257 1.16105
C 4.56269 1.32081 1.55984
C 5.74133 0.96148 0.64214
O 5.36501 0.32928 -0.56439
C 4.95245 -0.96148 -0.54433
C 4.90182 -1.79953 0.56573
C 4.43857 -3.09548 0.39720
C 4.04163 -3.51110 -0.86136
N 4.10084 -2.72523 -1.92598
C 4.54320 -1.49766 -1.77451
C 1.78474 0.40500 -0.55545
C 0.71899 -0.44095 -0.33534
H -6.52408 -2.09417 -0.99479
H -6.39509 -2.01733 0.77471
H -7.03859 -0.63320 -0.12249
H -4.71948 -0.81050 -2.32954
H -5.68104 0.49427 -1.60309
H -4.44471 2.06712 0.04383
H -2.49591 3.57576 0.13244
H -0.52728 3.13121 -1.28972
H -0.50823 1.16604 -2.77423
H -2.45242 -0.33472 -2.86251
H -3.08300 -1.68965 -0.65414
H -4.31806 -2.87484 -0.19460
H -2.95404 -2.74645 1.72945
H -4.95063 -0.81154 2.04037
H -2.03402 -0.62162 2.63511
H -2.79505 0.27359 1.28280
H -0.87132 1.34528 2.06242
H 1.01982 2.82077 1.66311
H 2.79120 3.50912 -0.25847
H 3.73391 2.12783 -0.84786
H 3.40943 2.94466 1.93134
H 3.83426 0.49336 1.56331
H 4.95173 1.44462 2.57336
H 6.23217 1.88593 0.32936
H 6.46629 0.34086 1.18249
H 5.21209 -1.46429 1.54386
H 4.38691 -3.76631 1.24108
H 3.66435 -4.50917 -1.03481
H 4.58804 -0.88322 -2.66372
H 2.52325 0.14211 -1.29800
H 0.62019 -1.36230 -0.88725

Computed properties:
E_HOMO ... -8.30 eV
Structure (SMILES) ... CN(Cc1ccccc1)C[C@H](O)COc1ccc(CNCCOc2cccnc2)cc1

Atom charges from the Löwdin analysis, given in e for atoms 1 to 6:
1. C -0.093
2. N -0.215
3. C -0.160
4. C -0.225
5. C -0.054
6. C -0.083